{"formula": "C10H20O20S5Ti", "method": "wB97M-V/def2-TZVPD", "species": ["Ti", "C", "C", "O", "S", "O", "O", "O", "H", "H", "H", "H", "C", "C", "O", "S", "O", "O", "O", "H", "H", "H", "H", "C", "C", "O", "S", "O", "O", "O", "H", "H", "H", "H", "C", "C", "O", "S", "O", "O", "O", "H", "H", "H", "H", "C", "C", "O", "S", "O", "O", "O", "H", "H", "H", "H"], "coordinates": [[5.9957, 4.3485, 23.0282], [5.9425, 3.6007, 28.6017], [6.0155, 5.1460, 28.5613], [6.4257, 5.4711, 27.2013], [7.2414, 4.2750, 26.6168], [8.5640, 4.2661, 27.1104], [7.0157, 4.2077, 25.2234], [6.3849, 3.1371, 27.2991], [4.9190, 3.2527, 28.6869], [6.5762, 3.1345, 29.3475], [6.7566, 5.5332, 29.2515], [5.0323, 5.5940, 28.6202], [8.8592, 6.8213, 18.7239], [8.0198, 7.9857, 19.3015], [7.5903, 7.5671, 20.6162], [8.5636, 6.4499, 21.1681], [7.8192, 5.4717, 21.8702], [9.6992, 7.0288, 21.7839], [8.9091, 5.8255, 19.7693], [9.8748, 7.1270, 18.4844], [8.3897, 6.3509, 17.8680], [7.1243, 8.1355, 18.7028], [8.5337, 8.9378, 19.4011], [6.1715, 10.2655, 24.0090], [7.4443, 9.7547, 23.3680], [7.4037, 8.3311, 23.6043], [5.9257, 7.8845, 23.9645], [5.8610, 7.6045, 25.3443], [5.4439, 6.9445, 23.0168], [5.2130, 9.2702, 23.6305], [5.9266, 11.2901, 23.7449], [6.2786, 10.2758, 25.1000], [8.3357, 10.2036, 23.7968], [7.4260, 9.9201, 22.2892], [3.3897, 7.5550, 20.5383], [2.5022, 6.3636, 20.8086], [3.0178, 5.3534, 19.8977], [4.5737, 5.4908, 19.8010], [4.9685, 5.3527, 18.4591], [5.2025, 4.6792, 20.7698], [4.6696, 7.0149, 20.2307], [3.4445, 8.1759, 21.4380], [3.0384, 8.2572, 19.7798], [1.4527, 6.5146, 20.5880], [2.6671, 5.9739, 21.8137], [10.6749, 2.9949, 22.3336], [10.5407, 2.9487, 20.8144], [9.1564, 2.6540, 20.5919], [8.5355, 1.8492, 21.8142], [8.3000, 0.5070, 21.4777], [7.4831, 2.6323, 22.3463], [9.7969, 1.9269, 22.7589], [10.4028, 3.9638, 22.7497], [11.6558, 2.6782, 22.6756], [11.2442, 2.2548, 20.3569], [10.7148, 3.9323, 20.3802]], "nbo_charge": [0.8615, -0.1082, -0.1062, -0.6760, 2.6039, -0.8912, -0.9818, -0.6774, 0.2163, 0.2152, 0.2160, 0.2225, -0.1024, -0.1071, -0.6864, 2.5936, -0.9713, -0.8964, -0.6856, 0.2097, 0.2275, 0.2217, 0.2065, -0.1285, -0.0905, -0.6894, 2.5821, -0.8860, -0.9383, -0.6745, 0.2334, 0.2080, 0.2253, 0.1968, -0.1030, -0.1058, -0.6777, 2.6012, -0.8901, -0.9534, -0.6869, 0.2142, 0.2043, 0.2322, 0.2106, -0.1049, -0.0998, -0.6819, 2.5934, -0.8673, -0.9973, -0.6788, 0.2040, 0.2252, 0.2076, 0.2116], "total_energy_ha": -4737.8839, "charge": 1, "e_above_lowest_kj_mol": 8.4, "s_squared": 3.7509, "gap_ev": [5.6, 11.7], "e_lumo_ev": [-1.929, -1.940], "spin_multiplicity": 4}